Entry 1:
Density functional theory data (ωB97M-V with the def2-TZVPD basis set) for a molecular structure, ClCu4O4.

The geometry in XYZ format:
```
9
Properties=species:S:1:pos:R:3:forces:R:3:mulliken_charge:R:1
Cu -0.2008 1.6001 1.2205 0.02 2.71 0.77 0.8112
O -0.4321 -0.1716 -1.2523 -3.59 -0.75 -1.06 -0.6313
Cu -1.9468 1.1715 -1.3170 -0.43 0.35 -0.86 0.8743
O 1.6468 -1.1032 -0.8468 -1.06 1.34 1.09 -0.4026
O 0.3862 -0.2545 0.9204 0.01 -0.58 4.47 -1.0263
Cu -0.6911 -0.6601 2.3041 -1.32 -0.99 2.90 0.9949
Cu -0.6650 -1.7913 0.0184 -1.69 -3.70 -0.57 0.7773
O 1.1534 1.2836 -0.6012 0.52 -0.27 1.06 -0.5723
Cl 0.7494 -0.0745 -0.4461 7.53 1.88 -7.81 2.1750
```
Forces are in eV/Å.

Calculated values
**Total charge**: +3
**Gap between HOMO and LUMO**: 8.85 eV
**Lowest unoccupied orbital energy**: -0.5735 Ha

Entry 2:
Density functional theory data (ωB97M-V with the def2-TZVPD basis set) for a gas-phase ion, ClF3P (charge +1).

The geometry in XYZ format:
```
5
Properties=species:S:1:pos:R:3:forces:R:3:mulliken_charge:R:1
F 0.9383 -1.1957 0.3883 -0.28 1.56 0.24 -0.0562
F -1.1141 0.1018 1.0660 1.85 0.16 -0.73 -0.0716
Cl 0.9423 1.8394 -0.3625 -1.78 -3.85 0.69 0.1057
P 0.0050 -0.0480 0.0186 -0.39 1.10 -0.02 1.0865
F -0.7715 -0.6976 -1.1105 0.60 1.04 -0.18 -0.0644
```
Forces are in eV/Å.

Calculated values
**Total charge**: +1
**Energy above the lowest of the compared OMol25 structures with the same formula, charge and spin**: 0.8 kcal per mole
**Gap between HOMO and LUMO**: 11.67 eV
**Lowest unoccupied orbital energy**: -0.2771 Ha

Entry 3:
Density functional theory data (ωB97M-V with the def2-TZVPD basis set) for 2 unconnected molecules or ions with the total composition ClFH2Si.

The geometry in XYZ format:
```
5
Properties=species:S:1:pos:R:3:forces:R:3:mulliken_charge:R:1
H -1.5736 1.2177 1.0234 -0.99 -0.89 -1.07 0.2623
Cl -2.3336 0.4897 0.1891 1.05 0.89 1.09 -0.2627
Si 1.3014 -1.2177 -0.0294 -0.36 0.74 -0.93 0.2816
F 1.9640 0.2491 0.2187 0.03 -0.20 0.24 -0.2133
H 0.6419 -0.7388 -1.4018 0.27 -0.53 0.67 -0.0679
```
Forces are in eV/Å.

Calculated values
**Energy above the lowest of the compared OMol25 structures with the same formula, charge and spin**: 72.3 kcal per mole
**Gap between HOMO and LUMO**: 8.48 eV
**Lowest unoccupied orbital energy**: -0.0244 Ha

Entry 4:
Density functional theory data (ωB97M-V with the def2-TZVPD basis set) for a molecular structure, ClH14LiO7.

The geometry in XYZ format:
```
23
Properties=species:S:1:pos:R:3:forces:R:3:mulliken_charge:R:1
H 1.0651 -1.5310 2.5036 -0.43 0.32 0.35 0.2566
Li 0.3427 -0.6624 -0.0926 0.56 0.60 0.48 0.7058
Cl 0.9821 1.7263 0.0607 -0.42 -0.64 0.17 -0.7156
H -1.4570 1.6991 0.1848 1.00 0.23 0.04 0.3088
H 0.3419 0.8478 2.4404 0.29 0.28 -0.71 0.3272
H -2.8138 2.0380 0.7645 -0.16 0.09 0.17 0.2848
H -1.6852 -0.0009 -2.0472 -0.14 0.59 -0.04 0.2780
O 0.5271 1.4422 -3.0947 -0.25 -0.37 -0.92 -0.6377
H 2.1475 -2.2247 -1.0761 0.06 -0.37 -0.09 0.2785
H -0.6291 -1.0141 -2.4344 0.23 -0.05 -0.33 0.2678
H -1.7132 -0.6177 0.1056 -0.54 0.10 -0.35 0.3660
H -0.4680 1.1439 3.6847 -0.10 0.12 0.13 0.2740
H 1.3313 1.9350 -3.2584 0.10 0.18 0.05 0.2754
O 1.3093 -1.4337 1.5832 0.08 -0.35 -0.35 -0.5033
H -2.3135 -1.1459 1.3911 -0.01 -0.03 0.27 0.2821
O -1.0670 -0.6298 -1.6750 0.15 -0.35 0.08 -0.5967
H 2.9397 -0.9898 -1.4494 0.10 0.46 -0.05 0.2369
O 2.0906 -1.2697 -1.1074 -0.43 -0.36 0.02 -0.4365
O -2.3439 1.9576 -0.0656 -0.67 -0.30 -0.32 -0.6215
H 2.0993 -1.9657 1.4871 0.29 0.06 -0.10 0.2341
O 0.2166 0.5665 3.3467 -0.06 -0.38 0.50 -0.6423
H 0.5814 1.1939 -2.1719 0.12 0.28 0.81 0.3448
O -1.4840 -1.0648 0.9203 0.20 -0.11 0.19 -0.5673
```
Forces are in eV/Å.

Calculated values
**Energy above the lowest of the compared OMol25 structures with the same formula, charge and spin**: 0.0 kcal per mole
**Gap between HOMO and LUMO**: 8.43 eV
**Lowest unoccupied orbital energy**: -0.0130 Ha